1.
{
  "formula": "C19H19N3O3S",
  "method": "ωB97M-V/def2-TZVPD",
  "de_lowest_kcal_mol": 88.1,
  "smiles": "COc1ccc(CCNC(=O)CSc2ccc(-c3ccco3)nn2)cc1",
  "multiplicity": 1,
  "total_energy_ev": -41457.393,
  "total_charge": 0,
  "elements": ["C", "O", "C", "C", "C", "C", "C", "C", "N", "C", "O", "C", "S", "C", "C", "C", "C", "C", "C", "C", "C", "O", "N", "N", "C", "C", "H", "H", "H", "H", "H", "H", "H", "H", "H", "H", "H", "H", "H", "H", "H", "H", "H", "H", "H"],
  "coordinates": [[-5.296, -0.398, -2.575], [-3.917, 0.017, -2.585], [-2.971, -0.876, -2.274], [-1.879, -1.096, -3.110], [-0.915, -2.060, -2.742], [-1.035, -2.789, -1.528], [0.025, -3.769, -1.102], [1.079, -3.065, -0.206], [0.533, -2.033, 0.684], [-0.055, -2.328, 1.916], [-0.045, -3.476, 2.312], [-0.658, -1.231, 2.747], [-1.388, 0.156, 1.766], [-0.021, 1.251, 1.612], [-0.191, 2.454, 0.953], [0.939, 3.247, 0.792], [2.181, 2.772, 1.233], [3.382, 3.652, 1.230], [4.656, 3.311, 1.650], [5.454, 4.530, 1.489], [4.621, 5.438, 0.887], [3.374, 4.945, 0.730], [2.296, 1.587, 1.818], [1.208, 0.848, 2.009], [-2.138, -2.505, -0.690], [-3.090, -1.589, -1.082], [-5.803, -0.199, -1.621], [-5.384, -1.454, -2.876], [-5.844, 0.209, -3.277], [-1.771, -0.482, -4.005], [-0.052, -2.255, -3.348], [0.532, -4.183, -1.975], [-0.403, -4.635, -0.566], [1.548, -3.850, 0.378], [1.848, -2.657, -0.852], [0.471, -1.051, 0.371], [-1.411, -1.650, 3.370], [0.143, -0.896, 3.435], [-1.150, 2.791, 0.604], [0.938, 4.247, 0.326], [4.971, 2.317, 2.001], [6.479, 4.691, 1.716], [4.902, 6.452, 0.533], [-2.246, -3.011, 0.267], [-3.917, -1.377, -0.414]],
  "atomic_forces_ev_per_a": [[0.3, -0.3, 0.2], [-1.3, 1.2, -0.9], [0.5, -1.3, 0.6], [0.5, -0.2, 0.3], [-1.0, 0.0, 1.4], [-0.7, 0.5, -0.7], [-0.3, 0.1, 0.3], [-0.5, -0.3, 0.3], [-0.4, 0.9, 0.9], [1.2, -0.8, -2.2], [-0.3, -0.3, 0.5], [1.0, 1.1, -0.5], [0.3, -0.4, 0.9], [1.6, -0.6, 0.0], [0.9, 1.3, -0.2], [-0.2, 0.3, -0.4], [-0.3, 1.3, 0.2], [1.5, -1.0, 0.0], [-0.4, 1.1, -0.1], [-1.8, -0.7, -0.8], [1.5, 0.1, 0.6], [-0.5, -0.8, 0.2], [-0.5, -0.2, 0.2], [-0.5, 0.0, -0.2], [0.7, -0.3, -0.7], [0.1, 0.0, 0.3], [0.5, -0.4, 0.1], [0.0, 0.3, 0.3], [0.2, 0.3, -0.5], [0.0, -0.3, 0.1], [0.2, 0.0, -0.4], [0.1, 0.1, 0.0], [0.0, 0.5, -0.1], [0.1, 0.1, 0.4], [0.1, 0.5, 0.1], [0.1, -1.2, 0.1], [-0.8, -0.3, 0.2], [-0.4, 0.3, -0.5], [-0.3, 0.0, -0.1], [-0.4, -0.7, 0.2], [-0.3, 0.8, -0.1], [0.5, 0.0, 0.1], [-0.9, -0.9, 0.3], [0.1, 0.0, -0.2], [-0.1, 0.0, -0.1]],
  "nbo_charge": [-0.2536, -0.5365, 0.3572, -0.2863, -0.1992, -0.0283, -0.4370, -0.2104, -0.6294, 0.6693, -0.6259, -0.6141, 0.2714, 0.0044, -0.2249, -0.1721, 0.1092, 0.2209, -0.2560, -0.3146, 0.1033, -0.4121, -0.1843, -0.2591, -0.2006, -0.2857, 0.1754, 0.1873, 0.1936, 0.2228, 0.2079, 0.2133, 0.2230, 0.2243, 0.2008, 0.4078, 0.2567, 0.2836, 0.2338, 0.2371, 0.2532, 0.2302, 0.2123, 0.2175, 0.2135]
}

---

2.
{
  "formula": "C19H19N5O2",
  "method": "ωB97M-V/def2-TZVPD",
  "de_lowest_kcal_mol": 65.8,
  "smiles": "c1ccc2c(c1)CCN(Cc1nnnn1Cc1ccc3c(c1)OCO3)C2",
  "multiplicity": 1,
  "total_energy_ev": -31555.488,
  "total_charge": 0,
  "elements": ["C", "C", "C", "C", "C", "C", "C", "C", "N", "C", "C", "N", "N", "N", "N", "C", "C", "C", "C", "C", "C", "C", "O", "C", "O", "C", "H", "H", "H", "H", "H", "H", "H", "H", "H", "H", "H", "H", "H", "H", "H", "H", "H", "H", "H"],
  "coordinates": [[-5.428, -1.435, -0.787], [-5.597, -0.213, -0.158], [-4.510, 0.420, 0.413], [-3.247, -0.155, 0.365], [-3.075, -1.383, -0.267], [-4.174, -2.011, -0.841], [-1.713, -2.018, -0.365], [-0.713, -1.355, 0.586], [-0.776, 0.095, 0.566], [-0.425, 0.670, -0.724], [-0.132, 2.115, -0.568], [-0.628, 3.112, -1.265], [-0.082, 4.219, -0.780], [0.712, 3.962, 0.173], [0.716, 2.639, 0.351], [1.531, 1.978, 1.332], [2.592, 1.136, 0.668], [3.396, 1.692, -0.316], [4.372, 0.948, -0.973], [4.510, -0.367, -0.601], [3.706, -0.931, 0.392], [2.739, -0.203, 1.039], [4.046, -2.246, 0.559], [5.105, -2.490, -0.344], [5.376, -1.314, -1.075], [-2.082, 0.542, 1.026], [-6.273, -1.937, -1.236], [-6.574, 0.246, -0.115], [-4.635, 1.376, 0.902], [-4.036, -2.964, -1.333], [-1.356, -1.929, -1.397], [-1.783, -3.085, -0.140], [-0.924, -1.666, 1.613], [0.306, -1.662, 0.337], [0.480, 0.168, -1.087], [-1.215, 0.571, -1.482], [0.889, 1.351, 1.955], [1.983, 2.769, 1.938], [3.264, 2.730, -0.583], [4.994, 1.381, -1.737], [2.124, -0.646, 1.803], [4.819, -3.298, -1.036], [6.004, -2.793, 0.216], [-2.129, 0.361, 2.108], [-2.160, 1.621, 0.869]],
  "atomic_forces_ev_per_a": [[0.0, -0.1, -0.1], [-0.1, 0.1, 0.1], [0.0, -0.1, 0.0], [0.0, 0.0, -0.1], [0.0, 0.0, 0.0], [0.0, 0.0, 0.0], [0.2, 0.1, 0.1], [0.0, -0.2, -0.1], [0.0, 0.1, 0.0], [0.0, -0.1, -0.1], [0.4, 0.4, 0.3], [-0.4, -1.0, -0.3], [-0.1, 0.9, -0.3], [0.8, 0.3, 0.9], [-1.1, -0.2, -0.9], [0.4, -0.1, 0.5], [0.0, 0.0, -0.1], [-0.1, 0.0, 0.1], [0.2, -0.3, 0.0], [-0.4, -0.1, 0.5], [0.3, 0.3, -0.4], [0.2, -0.2, -0.1], [-0.4, 0.3, 0.2], [0.6, -1.1, -0.1], [0.0, 0.5, -0.2], [0.0, 0.1, 0.2], [-0.1, 0.0, 0.0], [-0.1, 0.0, 0.0], [0.0, 0.1, 0.0], [0.0, -0.1, -0.1], [0.0, -0.1, 0.0], [0.0, 0.0, -0.1], [0.1, -0.1, 0.0], [0.0, 0.0, 0.1], [-0.1, 0.0, 0.0], [0.1, 0.0, 0.0], [0.1, 0.2, -0.1], [-0.1, -0.1, -0.1], [0.0, 0.1, 0.0], [0.1, 0.1, -0.1], [-0.1, -0.1, 0.1], [0.0, 0.2, 0.1], [-0.2, 0.1, -0.1], [0.0, 0.1, -0.1], [0.0, 0.0, 0.1]],
  "nbo_charge": [-0.2101, -0.2092, -0.1900, -0.0499, -0.0212, -0.1921, -0.4519, -0.2106, -0.4459, -0.2826, 0.3308, -0.3006, -0.0707, -0.0693, -0.1866, -0.2437, -0.0443, -0.2089, -0.2453, 0.2206, 0.2995, -0.2828, -0.4900, 0.2358, -0.4736, -0.2489, 0.2134, 0.2141, 0.2099, 0.2070, 0.2124, 0.2235, 0.1980, 0.2043, 0.2297, 0.2159, 0.2398, 0.2397, 0.2266, 0.2333, 0.2287, 0.1598, 0.1590, 0.2084, 0.2181]
}